# C16H28AsLuN4S4Si2

C16H28AsLuN4S4Si2 as an isolated structure (ωB97M-V/def2-TZVPD, OMol25).

Atoms and positions in Å:
Lu 0.6740 1.0454 0.1029
C -3.0847 -0.5555 2.9848
Si -1.2499 -0.7227 2.6228
C -0.8441 -2.5760 3.0188
C -0.3049 0.3576 3.9143
N -0.8978 -0.3387 0.9412
C -1.6965 -0.9950 -0.0147
C -2.4959 -2.1197 0.1635
C -3.1121 -2.7616 -0.9550
C -2.8217 -2.3751 -2.2411
C -2.0894 -1.1856 -2.4387
C -1.5877 -0.4370 -1.3429
N -0.9469 0.7881 -1.5049
Si -1.3287 1.9549 -2.7846
C -0.1542 1.6885 -4.2754
C -3.1610 1.8736 -3.2905
C -0.9944 3.7061 -2.2577
H -3.5947 -1.4905 3.2966
H -3.6453 -0.1214 2.1757
H -3.2616 0.1844 3.7735
H -1.5365 -3.0005 3.7108
H 0.1465 -2.7567 3.3626
H -0.9784 -3.1444 2.0758
H -0.8227 0.3000 4.8278
H -0.3001 1.4167 3.5925
H 0.7423 0.0406 4.1208
H -2.6658 -2.5890 1.1666
H -3.5622 -3.7138 -0.8131
H -3.1374 -2.9951 -3.0650
H -1.8397 -0.8534 -3.4300
H -0.1608 0.6041 -4.6085
H 0.8481 1.9154 -3.8974
H -0.3618 2.3060 -5.1590
H -3.2647 1.0326 -3.9538
H -3.3795 2.8106 -3.8199
H -3.8479 1.7757 -2.4523
H 0.0663 3.9575 -2.0504
H -1.6588 4.0901 -1.4726
H -1.1605 4.2907 -3.2003
S 3.9310 4.9198 1.4166
As 3.2176 2.9747 1.1646
S 2.5780 2.7255 -0.9526
S 1.1895 2.7128 2.0550
S 4.5278 1.4322 1.7751
C 4.9450 -2.0769 1.8042
N 3.9788 -1.6399 0.8312
C 4.3319 -1.2393 -0.4221
C 3.3332 -0.5468 -0.9655
N 2.3327 -0.4767 -0.0279
C 2.7839 -1.0417 1.0454
H 4.4106 -2.5944 2.5930
H 5.5078 -1.2270 2.2918
H 5.6048 -2.7616 1.3624
H 5.3072 -1.4732 -0.8515
H 3.2600 -0.0371 -1.9195
H 2.2312 -1.0575 1.9765

## Properties
ΔE to the lowest compared entry with this formula, charge and spin   0.0 kJ/mol
M   710.8 Da
Calculated total energy   -6488.892039 hartree
LUMO   4.54 eV
Frontier orbital gap   0.219 Ha
Net charge   -2